Record 1
16
Properties=species:S:1:pos:R:3 method="wB97M-V/def2-TZVPD" smiles="C[C@H](C=O)NCO" e_above_lowest_kcal_mol=47.7
O -1.111 -1.718 -2.182
O 2.788 0.842 1.059
N 0.126 -0.246 -0.849
C 0.609 0.051 0.495
C -1.119 -0.955 -0.978
C 1.800 0.976 0.393
C -0.444 0.666 1.430
H -1.458 0.577 1.059
H 0.170 0.554 -1.473
H -0.342 1.745 1.586
H -1.990 -0.336 -1.036
H -1.168 -1.670 -0.154
H 0.986 -0.870 0.943
H -0.354 0.292 2.446
H 1.683 1.830 -0.305
H -0.177 -1.738 -2.435

Record 2
76
Properties=species:S:1:pos:R:3 method="wB97M-V/def2-TZVPD" total_charge=+1 spin_multiplicity=3 e_above_lowest_kcal_mol=3.8
Mo 1.123 0.216 0.114
S 3.042 -2.337 0.992
S 2.760 -1.917 -1.732
P -0.109 1.850 -1.176
F 3.368 3.036 2.968
F 5.508 -1.676 0.711
F 5.025 -2.347 2.721
F 5.342 -1.223 -1.958
F 5.215 -3.790 1.132
F 3.955 -0.207 -3.263
F 1.742 1.521 1.340
F 4.045 0.320 -1.164
F 2.729 0.981 3.772
F 1.233 2.709 3.713
O 1.676 -0.915 -1.444
O 2.233 -3.132 1.836
O 2.580 -2.616 -2.945
O 2.870 -0.880 1.045
N -0.670 -0.377 0.343
N 3.067 -2.825 -0.521
C -0.907 -3.908 1.450
C -2.923 1.710 -1.688
C -0.986 -2.990 -0.877
C -3.121 -0.450 0.057
C -0.827 -2.498 3.379
C -0.720 -1.533 1.188
C 4.152 -0.692 -2.046
C -0.765 4.605 -1.204
C -4.244 0.068 -0.564
C -0.756 -1.368 2.586
C 0.283 2.107 -2.958
C -0.757 0.006 3.201
C -1.792 1.214 -1.057
C 1.751 2.536 -3.067
C -0.833 -2.811 0.610
C -0.009 0.834 -3.755
C -5.406 1.683 -2.113
C -0.123 3.511 -0.357
C 4.833 -2.568 1.442
C -1.877 0.120 -0.195
C -0.828 3.384 1.000
C -4.172 1.144 -1.449
C -0.890 -4.981 3.725
C -0.880 -3.778 2.833
B 2.437 2.227 3.433
H 2.391 1.852 -2.505
H -0.210 -2.480 -1.436
H 0.933 3.746 -0.188
H -5.160 2.439 -2.855
H -0.402 2.587 1.604
H -5.209 -0.381 -0.366
H -0.721 4.313 1.559
H -0.949 -4.044 -1.143
H 1.913 3.543 -2.680
H -2.829 2.540 -2.378
H -0.708 -0.068 4.285
H 2.074 2.516 -4.108
H -1.946 -2.591 -1.214
H -1.262 -5.863 3.207
H -1.668 0.548 2.936
H -1.057 0.544 -3.674
H 0.607 0.004 -3.411
H -1.805 4.369 -1.431
H -1.893 3.187 0.862
H 0.095 0.597 2.875
H 0.214 1.001 -4.809
H -0.752 5.536 -0.636
H -0.358 2.918 -3.311
H -0.230 4.783 -2.137
H -0.983 -4.899 1.017
H -5.965 0.886 -2.605
H -3.199 -1.297 0.727
H -1.508 -4.808 4.606
H 0.124 -5.197 4.068
H -0.847 -2.377 4.456
H -6.067 2.135 -1.371

Record 3
18
Properties=species:S:1:pos:R:3 method="wB97M-V/def2-TZVPD" smiles=CC(C)O.O.O e_above_lowest_kcal_mol=0.5
O 0.232 1.203 3.007
O -1.381 0.583 0.688
O 0.674 -1.386 -3.180
C 0.029 -1.317 0.336
C -0.448 0.007 -0.257
C 0.732 0.945 -0.423
H -1.029 -0.149 -1.165
H 0.842 -2.213 -3.646
H 1.335 0.622 -1.271
H 0.504 -1.843 -0.493
H 0.330 1.895 -0.793
H -0.736 -1.981 0.738
H -0.110 0.898 3.846
H 0.726 -1.109 1.146
H 1.173 -0.702 -3.611
H -0.461 0.860 2.414
H 1.329 1.087 0.468
H -1.907 1.295 0.303

Record 4
36
Properties=species:S:1:pos:R:3 method="wB97M-V/def2-TZVPD" smiles=O.O.O.O.O.O.O.O.O.O.O.O e_above_lowest_kcal_mol=80.9
O -1.157 -3.789 0.023
O -1.979 2.105 -0.750
O 1.264 -1.932 1.100
O 2.872 0.202 -2.743
O -0.628 -0.082 0.657
O -3.869 -0.719 -1.449
O 3.278 -0.789 -0.355
O 0.319 4.368 -0.797
O -4.051 0.499 2.661
O 1.284 2.362 1.495
O -0.644 -1.343 -2.458
O 3.178 -0.837 2.674
H 1.072 2.501 2.425
H 2.658 -0.676 3.469
H -3.965 -1.666 -1.296
H 2.174 1.991 1.510
H -1.601 2.088 0.136
H 2.912 0.337 -1.790
H -4.545 1.274 2.370
H 2.908 -0.135 2.072
H 3.377 0.939 -3.106
H -1.564 -1.101 -2.299
H -1.014 -4.636 -0.415
H -3.238 0.532 2.144
H -3.768 -0.347 -0.566
H -1.440 0.435 0.699
H 3.983 -1.434 -0.485
H -0.039 3.473 -0.786
H 1.145 -2.083 0.156
H 3.686 -0.102 0.184
H 0.942 4.363 -1.532
H -1.227 2.297 -1.322
H -0.644 -3.164 -0.502
H 0.797 -2.665 1.516
H -0.917 -0.947 0.344
H -0.633 -1.632 -3.377

Record 5
10
Properties=species:S:1:pos:R:3 method="wB97M-V/def2-TZVPD" total_charge=+1 e_above_lowest_kcal_mol=45.2
P -2.097 -0.401 -1.386
N 2.441 0.387 1.816
N 0.751 0.076 0.127
C 1.551 0.280 0.935
H -1.124 -0.675 -2.356
H 2.516 1.338 2.107
H 3.237 -0.090 2.064
H -3.108 0.353 -1.832
H -1.439 0.323 -0.441
H -2.727 -1.590 -1.034

Record 6
27
Properties=species:S:1:pos:R:3 method="wB97M-V/def2-TZVPD" smiles=O.O.O.O.O.O.O.O.O e_above_lowest_kcal_mol=78.3
O -0.066 0.304 -2.274
O 2.782 -1.533 -2.801
O -0.027 -0.427 2.106
O -2.422 -2.231 2.543
O 2.091 0.429 -0.658
O 3.809 -0.459 1.333
O -1.160 1.946 1.117
O -2.310 3.070 -1.565
O -3.510 -0.498 -0.343
H -2.849 -0.587 -1.019
H -1.620 2.447 1.777
H 3.542 -1.324 -2.250
H -2.889 2.706 -0.886
H -1.439 2.892 -1.191
H -0.450 1.333 1.070
H -4.243 -1.046 -0.637
H 0.401 -0.819 1.338
H 3.625 -0.903 2.170
H 2.784 0.656 -0.026
H 0.860 0.227 -2.516
H -0.654 0.891 -2.747
H 1.477 1.169 -0.599
H -1.845 -2.741 3.123
H 4.552 -0.986 1.027
H -1.820 -1.903 1.875
H -0.971 -0.566 2.149
H 2.352 -2.048 -2.116

Record 7
60
Properties=species:S:1:pos:R:3 method="wB97M-V/def2-TZVPD" e_tot_ev=-34856.4857 total_charge=+1
Ba 2.326 4.694 -0.885
Ba 6.904 1.472 -3.089
O -0.456 1.098 0.138
O 2.395 3.886 3.869
O 6.102 3.716 0.408
O 4.096 -1.919 -5.178
O 5.595 -1.874 2.801
O 2.286 -0.355 -0.678
O -0.614 2.300 -5.003
O -4.750 4.429 -0.881
O -3.425 2.578 4.184
O -3.426 -6.199 3.903
O -2.805 -6.042 -4.003
C -2.607 -5.105 3.487
C -0.049 -0.215 0.420
C -1.103 1.981 -6.291
C -2.616 -4.669 -3.979
C 3.248 -1.432 -6.151
C 5.040 -1.447 4.060
C -2.838 1.832 5.214
C 2.616 4.813 4.982
C 1.048 -1.016 -0.420
C -5.890 3.613 -0.987
H 5.573 3.195 1.043
H 2.593 4.171 5.863
H -1.583 -5.390 3.726
H -4.371 -6.097 3.769
H -4.032 3.825 -0.675
H -2.091 2.424 -6.417
H -0.812 -0.993 0.461
H 1.616 3.365 4.076
H 3.463 -0.383 -6.358
H -3.137 -4.099 -4.747
H -1.838 2.211 5.423
H 3.698 -1.733 -4.325
H -5.798 2.815 -1.723
H 2.196 -1.449 -5.868
H 0.754 -1.389 -1.400
H -3.529 1.741 6.052
H -2.316 -6.422 -3.270
H -2.834 -4.169 3.998
H 4.303 -2.172 4.405
H -2.830 -5.014 2.424
H 4.536 -0.480 4.087
H -1.157 0.914 -6.507
H 1.807 5.532 5.113
H -6.037 3.001 -0.097
H 5.860 -1.498 4.775
H -2.720 0.783 4.943
H 4.963 -1.584 2.138
H 3.617 5.246 4.987
H -0.450 2.203 -7.135
H 1.187 -1.957 0.112
H -1.551 -4.462 -4.085
H 0.313 -0.204 1.448
H -2.958 2.246 3.414
H 3.337 -2.041 -7.051
H -1.043 1.974 -4.209
H -6.829 4.071 -1.297
H -2.974 -4.320 -3.010

Record 8
109
Properties=species:S:1:pos:R:3 method="wB97M-V/def2-TZVPD" e_tot_ev=-179588.9460 smiles="O=S1(=O)OCCO1.O=S1(=O)OCCO1.O=S1(=O)OCCO1.O=S1(=O)OCCO1.O=S1(=O)OCCO1.O=S1(=O)OCCO1.O=S1(=O)OCCO1.O=S1(=O)OCCO1.CCCCCB(N)F"
S -0.267 -3.936 0.853
S -6.676 5.134 1.286
S 4.487 -2.749 -2.014
S 4.778 4.315 -2.150
S 2.886 2.133 2.713
S -1.820 4.821 -1.605
S -4.103 0.561 2.191
S 4.109 -7.790 2.662
F -5.348 -0.810 -3.963
O 4.132 3.826 -3.512
O -3.579 1.883 2.190
O -5.996 4.129 2.029
O 1.678 2.320 1.985
O -8.087 5.388 1.977
O -2.228 5.580 -2.737
O -1.481 5.778 -0.386
O 3.047 0.997 3.554
O 2.809 -8.696 2.542
O 4.144 2.216 1.746
O 4.123 -6.819 1.618
O 3.429 4.481 -1.332
O -0.952 -3.930 2.106
O 4.993 -1.350 -1.448
O -5.333 0.274 1.533
O -6.027 6.368 1.000
O 5.391 5.581 -2.355
O 4.258 -7.380 4.013
O 0.534 -5.289 0.729
O 5.518 3.253 -1.549
O -1.017 -3.671 -0.327
O -7.230 4.541 -0.077
O 3.327 -2.524 -2.799
O 5.748 -3.044 -2.943
O 0.976 -2.957 0.896
O 3.187 3.471 3.529
O 5.164 -8.920 2.292
O -0.750 3.881 -1.745
O -4.138 0.041 3.697
O 4.478 -3.720 -0.971
O -3.072 4.111 -0.972
O -3.012 -0.456 1.664
N -4.787 -1.610 -1.815
C 6.363 -1.114 -1.810
C -2.549 5.747 0.588
C 0.552 -1.056 -2.422
C 2.280 4.360 -2.203
C -2.618 0.727 -1.682
C 6.512 -1.841 -3.134
C 1.896 -5.016 0.321
C -3.497 -1.249 3.789
C 4.490 3.983 3.208
C 3.112 -9.914 1.842
C -1.676 -0.418 -1.273
C 2.763 3.417 -3.286
C -9.156 5.199 1.034
C -0.986 -1.245 -2.386
C -3.104 4.344 0.458
C 4.710 3.539 1.775
C -8.608 4.158 0.073
C -3.511 0.501 -2.917
C 4.539 -10.215 2.264
C -2.399 -1.184 2.744
C 2.207 -3.702 1.011
B -4.565 -0.666 -2.869
H 1.440 3.973 -1.636
H 0.853 -0.133 -1.912
H 1.921 -4.922 -0.764
H -3.286 6.510 0.334
H -4.715 -2.593 -2.045
H 1.066 -1.889 -1.940
H 2.436 -3.840 2.069
H 2.534 -5.821 0.656
H -4.124 4.238 0.804
H -8.652 3.150 0.486
H -9.082 4.181 -0.905
H -4.283 -1.421 -0.956
H -2.477 3.605 0.952
H 5.219 3.542 3.890
H -2.127 5.946 1.569
H 3.000 -3.137 0.529
H 2.757 2.377 -2.955
H -10.039 4.865 1.572
H 5.073 -10.845 1.558
H -2.906 0.338 -3.821
H 3.032 -9.735 0.768
H 6.524 -0.041 -1.885
H 7.539 -2.114 -3.361
H 2.400 -10.676 2.146
H -1.413 -1.066 -3.377
H 4.482 5.064 3.325
H -9.358 6.149 0.536
H -4.236 -2.016 3.553
H -3.125 -1.387 4.800
H -1.174 -2.305 -2.178
H 2.036 5.346 -2.600
H -3.303 0.921 -0.842
H -2.181 -1.101 -0.583
H -0.872 0.028 -0.671
H 4.172 4.165 1.062
H 0.932 -1.012 -3.450
H 4.587 -10.649 3.264
H -1.531 -0.618 3.086
H -2.067 1.665 -1.817
H -4.071 1.429 -3.118
H 6.084 -1.275 -3.962
H 7.009 -1.535 -1.038
H 2.210 3.514 -4.216
H 5.758 3.483 1.496
H -2.091 -2.147 2.353